Entry 1:
ORCA calculation (ωB97M-V/def2-TZVPD) on a molecular structure, C9H18ClIN2OPZr in a non-equilibrium geometry.

Spin multiplicity = 1
Net charge = +3
E_tot = -45817.2110 eV
LUMO level = -12.80 eV
Energy relative to the best compared isomer or geometry (same formula, charge and spin) = 75.1 kJ/mol
Highest occupied orbital energy = -19.64 eV

Element x y z (Å)
C 2.3410 -1.6582 -2.7673
I 2.2397 0.8081 -2.7123
H 2.4830 -2.2122 -1.8312
H 3.2297 -1.7476 -3.4221
H 1.4614 -1.9845 -3.3092
Zr 0.8114 -0.2570 -0.6227
P -1.6376 -1.2815 -0.6181
C -2.9698 -0.8004 -1.7621
C -1.4947 -3.0829 -0.9159
H -1.8967 -1.5798 1.8074
H -3.3415 -2.0799 0.8846
H -3.0272 -0.3441 1.1852
C -2.5611 -1.3145 0.9752
H -0.7566 -3.5211 -0.2400
H -2.4706 -3.5441 -0.7473
H -3.7377 -1.5727 -1.7541
H -2.5777 -0.6990 -2.7732
H -1.1755 -3.2619 -1.9462
H -3.4143 0.1493 -1.4671
C -0.8925 1.3144 -1.2145
O -1.5717 2.1989 -1.5718
Cl 1.6809 -2.2105 0.5934
C -0.0361 2.8929 4.0376
N 0.6053 2.4410 2.7958
C 1.5441 3.1870 2.0495
C 1.8122 2.4702 0.9309
N 1.0132 1.3093 0.9237
C 0.3474 1.3154 2.1174
H 0.6463 2.7921 4.8938
H -0.3147 3.9475 3.9141
H -0.9457 2.3097 4.2523
H 1.9211 4.1588 2.3276
H 2.5628 2.7318 0.1871
H -0.2965 0.5317 2.5561

Atomic partial charges in e from the Löwdin method, atoms 1 to 5: -0.195 0.980 -0.031 0.055 0.032


Entry 2:
ORCA calculation (ωB97M-V/def2-TZVPD) on C7H6INO in the gas phase in a non-equilibrium geometry.

Spin multiplicity = 3
E_tot = -18990.0247 eV
LUMO level (spin up / spin down) = -0.28 / -2.56 eV
Energy relative to the best compared isomer or geometry (same formula, charge and spin) = 0.0 kJ/mol
Highest occupied orbital energy (spin up / spin down) = -8.14 / -9.86 eV

Element x y z (Å)
C 0.6367 -0.1987 1.8313
C 0.3720 -1.0340 -1.1393
C -0.2057 -1.5699 -0.0552
C 0.2494 1.4018 -0.2920
C 0.8670 0.3633 -1.2506
C -1.1411 1.2914 -0.0008
C -0.3912 -0.8799 1.1887
N 1.5126 0.3216 2.3653
O 0.9693 2.2528 0.2057
I -2.0172 -1.4351 2.4078
H 0.4618 -1.6461 -2.0240
H -0.6330 -2.5614 -0.1166
H 1.9438 0.3882 -1.0455
H 0.7249 0.7176 -2.2740
H -1.5419 1.8939 0.7932
H -1.8073 0.6944 -0.5939

Atomic partial charges in e from the Löwdin method, atoms 1 to 5: -0.348 -0.070 -0.186 -0.520 -0.107


Entry 3:
ORCA calculation (ωB97M-V/def2-TZVPD) on a molecular structure, C26H35CrI2N6O2 in a non-equilibrium geometry.

Spin multiplicity = 4
E_tot = -85189.5920 eV
LUMO level (spin up / spin down) = -0.22 / -0.48 eV
Energy relative to the best compared isomer or geometry (same formula, charge and spin) = 63.8 kJ/mol
Highest occupied orbital energy (spin up / spin down) = -6.63 / -6.62 eV

Element x y z (Å)
Cr -0.3527 -0.1081 -0.0431
I 4.1294 -2.2136 5.6844
C 2.6003 -1.5379 4.4042
C 1.2933 -1.9326 4.6379
C 0.3243 -1.5013 3.7594
I -1.6835 -2.0847 3.9671
C 0.5948 -0.6964 2.6289
O -0.3815 -0.3509 1.8363
C 1.9415 -0.3010 2.4410
C 2.3266 0.5522 1.2562
N 1.7728 -0.0118 0.0117
C 2.1719 0.6847 -1.2150
C 1.3123 0.1707 -2.3381
C 1.7719 0.0188 -3.6319
C 0.8961 -0.3839 -4.6278
C -0.4235 -0.6297 -4.2746
C -0.8000 -0.4885 -2.9575
N 0.0408 -0.1085 -1.9866
C 2.9175 -0.7355 3.3228
H 1.0393 -2.5659 5.4757
H 3.4183 0.6103 1.1988
H 1.9365 1.5688 1.3508
H 2.0887 -0.9772 -0.0380
H 3.2355 0.5624 -1.4385
H 1.9606 1.7517 -1.0816
H 2.8071 0.2365 -3.8579
H 1.2314 -0.5004 -5.6489
H -1.1528 -0.9323 -5.0127
H -1.8170 -0.6824 -2.6394
H 3.9476 -0.4397 3.1633
C -5.2919 1.4812 -0.9895
N -4.1402 1.1102 -0.1921
C -3.3399 2.2239 0.2836
C -3.7324 -0.1765 -0.0591
N -2.4828 -0.5331 0.0300
N -4.7609 -1.1029 -0.0195
C -5.8625 -0.8820 0.9106
C -4.4562 -2.5053 -0.2178
H -4.9673 2.0896 -1.8395
H -5.9967 2.0769 -0.4034
H -5.8000 0.5980 -1.3645
H -3.9960 2.9277 0.8018
H -2.8343 2.7504 -0.5280
H -2.5860 1.8626 0.9717
H -2.4298 -1.4736 0.4073
H -5.9531 0.1735 1.1488
H -5.6917 -1.4293 1.8441
H -6.7990 -1.2285 0.4700
H -4.0115 -2.9783 0.6677
H -3.7835 -2.6263 -1.0642
H -5.3867 -3.0235 -0.4495
C -0.7825 2.6984 -2.4544
C -0.3215 2.9850 -1.0515
C -0.0013 4.2542 -0.6141
C 0.1636 4.1680 0.7826
C -0.0607 2.8514 1.1327
C -0.1443 2.3881 2.5616
N -0.3197 2.0932 0.0051
H -1.1363 3.6323 -2.8915
H -1.6112 1.9907 -2.4649
H 0.0013 2.3164 -3.1167
H 0.0478 5.1391 -1.2322
H 0.3777 4.9742 1.4686
H -0.3276 3.2632 3.1861
H 0.7706 1.9182 2.9323
H -0.9566 1.6814 2.7144
C -0.7856 -3.1347 -1.1321
C -0.0437 -2.1569 -0.2282
O 0.8690 -2.6251 0.4351
H -0.5027 -4.1609 -0.8962
H -0.5139 -2.9245 -2.1689
H -1.8656 -3.0172 -1.0478

Atomic partial charges in e from the Löwdin method, atoms 1 to 5: 0.761 0.815 -0.727 -0.223 -0.599


Entry 4:
ORCA calculation (ωB97M-V/def2-TZVPD) on a molecular structure, C3H12FO3V2 in a non-equilibrium geometry.

Spin multiplicity = 7
Net charge = +3
E_tot = -63509.8723 eV
LUMO level (spin up / spin down) = -13.16 / -12.58 eV
Highest occupied orbital energy (spin up / spin down) = -21.30 / -21.97 eV

Element x y z (Å)
V 0.5976 1.7609 -0.1369
V -2.0233 -1.4941 -0.4214
F -0.6975 0.0738 -0.1116
C 2.4163 -0.4358 -1.7446
O 2.0732 0.9709 -1.5328
H 3.3719 -0.6725 -1.2803
H 1.6638 -1.0316 -1.2322
H 2.4370 -0.6719 -2.8036
H 2.5592 1.5227 -2.1623
C 3.0904 0.6329 1.7093
O 1.6407 0.8397 1.4916
H 3.3443 0.8860 2.7327
H 3.3446 -0.3970 1.4769
H 3.6097 1.2919 1.0214
H 1.1238 0.1753 1.9628
C -5.0473 -0.8550 0.2147
O -3.7075 -0.2698 -0.1083
H -5.7793 -0.5019 -0.5062
H -4.9744 -1.9390 0.1368
H -5.3330 -0.5643 1.2201
H -3.7101 0.6788 0.0739

Atomic partial charges in e from the Löwdin method, atoms 1 to 5: 1.360 1.496 -0.532 -0.027 -0.197